No. 1
15
Properties=species:S:1:pos:R:3:nbo_charge:R:1 method="wB97M-V/def2-TZVPD" relative_energy_ev=4.4228 e_lumo_ev="-1.0 / -1.7" homo_energy_ha="-0.3778 / -0.3005"
C 2.54009 -0.01183 -0.08909 -0.29
C -1.18570 -1.60998 0.44109 -0.24
N -2.23821 0.73868 -1.27030 -1.20
O -1.00121 2.19252 0.60898 -0.95
O 1.67220 0.97549 0.35953 -0.53
O -1.21480 -0.27778 0.85724 -0.78
P -1.11055 0.82550 -0.23926 1.97
H 2.19703 -1.07841 -0.05661 0.17
H 3.47303 0.08682 0.63309 0.21
H 2.91449 0.33990 -1.19074 0.17
H -0.29479 -2.03657 0.74870 0.18
H -1.20496 -1.60721 -0.55836 0.18
H -1.94811 -2.25106 0.85395 0.20
H -2.54573 1.51786 -1.76140 0.39
H -0.05276 2.19606 0.66317 0.52

No. 2
14
Properties=species:S:1:pos:R:3:nbo_charge:R:1 method="wB97M-V/def2-TZVPD" relative_energy_ev=2.7032 e_lumo_ev=0.6 smiles="NP=O.CSC" homo_energy_ha=-0.3230
N 2.00720 -1.00914 0.02463 -1.19
P 3.09170 0.20035 -0.15623 1.41
O 3.64351 0.27359 -1.51700 -1.04
H 1.67377 -1.19449 0.87763 0.39
H 1.67170 -1.72212 -0.70715 0.42
C -1.97892 -0.26853 -0.63201 -0.79
S -1.23177 -0.63436 0.85968 0.21
C -0.73417 1.07808 1.00912 -0.73
H -2.49002 -1.18790 -1.09942 0.23
H -1.21076 -0.18922 -1.32269 0.22
H -2.74037 0.49958 -0.38071 0.23
H 0.02563 1.22187 0.22305 0.21
H -0.22339 1.21452 1.91473 0.22
H -1.50413 1.71778 0.90637 0.21

No. 3
14
Properties=species:S:1:pos:R:3:nbo_charge:R:1 method="wB97M-V/def2-TZVPD" relative_energy_ev=1.7692 e_lumo_ev=0.7 smiles="CS[P@@](C)(N)=O" homo_energy_ha=-0.3368
C -2.44256 -0.60120 -0.41712 -0.74
S -1.33824 -0.11747 0.94219 -0.14
P 0.48244 0.12707 -0.14729 1.85
C 1.42932 1.69234 0.32906 -0.96
N 1.66587 -1.22435 0.55394 -1.15
O 0.14447 0.03742 -1.52931 -1.11
H -2.33168 0.17037 -1.20627 0.25
H -3.41789 -0.87301 -0.05023 0.24
H -1.94433 -1.50535 -0.92819 0.23
H 2.12513 1.95163 -0.42551 0.25
H 0.52915 2.40003 0.30827 0.25
H 1.92669 1.41755 1.26938 0.25
H 1.81371 -1.88799 -0.13273 0.38
H 1.35793 -1.58705 1.43382 0.38

No. 4
14
Properties=species:S:1:pos:R:3:nbo_charge:R:1 method="wB97M-V/def2-TZVPD" relative_energy_ev=3.0130 e_lumo_ev=0.9 smiles="NP(O)S.C=C" homo_energy_ha=-0.3220
N -3.06027 1.90220 -0.62047 -1.16
P -2.20040 0.45189 -0.27242 1.15
O -0.68624 0.94408 -0.68915 -1.05
S -1.77957 0.38135 1.83142 -0.40
H -3.85595 1.79789 -1.22479 0.39
H -2.61687 2.71174 -0.83022 0.38
H 0.16278 0.80301 -0.13213 0.52
H -1.95793 -0.97122 1.81122 0.15
C 3.08040 -1.47576 -0.44187 -0.36
C 2.18403 -1.20677 0.49465 -0.39
H 2.85806 -1.21247 -1.37288 0.17
H 4.13183 -1.83537 -0.24240 0.20
H 1.20240 -0.77253 0.27056 0.18
H 2.53772 -1.51806 1.41846 0.20

No. 5
13
Properties=species:S:1:pos:R:3:nbo_charge:R:1 method="wB97M-V/def2-TZVPD" relative_energy_ev=0.6487 total_charge=-1 e_lumo_ev=3.3 homo_energy_ha=-0.0848
C 0.84031 0.48628 -0.15398 -0.22
C 0.10308 -0.47586 0.78898 -0.55
S 0.67649 -0.49856 2.51234 -0.73
N 2.28924 0.62390 0.12075 -0.86
H 0.42696 1.48728 -0.14385 0.17
H 0.77537 0.09981 -1.17283 0.16
H 0.12021 -1.46763 0.31679 0.15
H -0.94319 -0.17022 0.79552 0.18
H 2.69334 -0.31552 0.00266 0.33
H 2.34891 0.71767 1.13222 0.38
H -3.55428 0.41035 -1.10915 0.46
H -2.92785 -0.92296 -1.44605 0.47
O -2.84858 0.02547 -1.64339 -0.93

No. 6
13
Properties=species:S:1:pos:R:3:nbo_charge:R:1 method="wB97M-V/def2-TZVPD" relative_energy_ev=0.4647 total_charge=-1 e_lumo_ev=4.2 homo_energy_ha=-0.0974
C -1.26628 -2.50552 -1.47530 -0.73
S -0.49972 -1.01165 -0.83558 -0.74
H -0.76293 -3.43063 -1.20781 0.17
H -1.33736 -2.51430 -2.56114 0.17
H -2.27879 -2.61687 -1.08584 0.17
N 1.53580 0.91443 1.28017 -0.88
C 0.57989 1.95970 1.16379 0.09
O -0.04922 2.07660 -0.10523 -0.77
H 1.20087 0.02237 0.93347 0.40
H 2.43785 1.11023 0.88328 0.35
H 1.08010 2.91324 1.33668 0.14
H -0.17829 1.88511 1.94624 0.13
H -0.46193 1.19730 -0.27272 0.50

no.,calculated total energy (eV)
1,-19121.5846
2,-25865.0921
3,-25866.0261
4,-25864.7823
5,-16577.1801
6,-16577.3641